The following is a quantum chemistry calculation of 6 unconnected molecules or ions with the total composition C64H92N4O8 in a non-equilibrium geometry, from OMol25.

```
168
Properties=species:S:1:pos:R:3:forces:R:3:lowdin_charge:R:1
C 10.976300 4.783230 -13.967680 -0.4 -0.9 0.9 -0.057
C 12.046410 4.819540 -14.852700 -1.1 2.2 1.2 -0.085
C 12.744360 3.709420 -15.094840 1.3 -2.5 0.1 -0.036
C 12.364130 2.497660 -14.502780 -1.4 -1.8 -0.6 -0.049
C 11.088550 2.366160 -13.826140 0.1 0.6 -0.5 -0.061
C 10.422780 3.569420 -13.511810 1.3 0.5 -0.3 -0.001
C 10.399140 1.028380 -13.554130 -1.0 -0.1 1.3 -0.221
O 9.269110 0.904150 -12.996260 3.7 0.6 -2.0 0.056
C 11.241170 -0.163010 -13.987000 0.2 -1.2 0.1 -0.062
C 10.801930 -1.451860 -13.607220 -0.3 2.3 -1.2 0.013
C 11.492100 -2.557840 -14.071980 -0.3 -1.8 1.1 -0.083
C 12.699670 -2.487520 -14.669810 1.8 2.6 -1.2 -0.052
C 13.215710 -1.193190 -14.972300 -0.1 -2.1 -0.5 -0.002
C 12.482060 -0.080030 -14.707690 -0.3 1.6 1.4 -0.100
C 13.184920 1.240320 -14.860360 1.7 1.7 -0.6 -0.228
O 14.379400 1.376360 -15.228080 -3.3 -0.7 0.9 0.060
H 10.662480 5.694210 -13.479780 -0.5 0.2 -0.5 0.105
H 12.387730 5.796760 -15.160830 0.1 0.0 -0.3 0.112
H 13.654720 3.710530 -15.675920 0.0 0.0 -0.1 0.122
H 9.588370 3.618040 -12.827860 -0.2 -0.4 -0.2 0.115
H 9.851810 -1.368100 -13.100610 -0.1 -0.9 0.2 0.113
H 11.264670 -3.600760 -13.907700 -1.1 0.1 0.5 0.110
H 13.303070 -3.346290 -14.924420 -0.2 -0.2 0.0 0.111
H 14.154790 -1.102810 -15.497990 0.2 0.2 0.2 0.120
C 15.600650 6.420070 -9.303220 -1.3 1.3 0.7 -0.057
C 14.587270 7.264200 -8.771710 1.0 -0.9 1.7 -0.051
C 14.127820 6.961520 -7.486190 1.2 -1.9 0.4 0.012
C 14.609200 5.760370 -6.789690 -0.8 0.1 0.3 -0.045
C 15.541110 4.871770 -7.375840 -1.0 2.2 -0.7 -0.102
C 16.024920 5.316160 -8.594360 0.3 -0.8 -2.2 -0.032
C 16.027340 3.625010 -6.778850 1.9 -2.0 0.3 -0.252
O 16.730230 2.787680 -7.384250 -1.8 2.0 1.1 0.085
C 15.781030 3.478800 -5.289430 -0.6 0.5 -0.3 -0.072
C 16.430600 2.464130 -4.559810 -0.9 0.8 1.0 0.001
C 16.249670 2.429400 -3.173150 -1.3 -1.1 -0.8 -0.051
C 15.274550 3.215230 -2.532240 0.8 -0.6 -0.5 -0.077
C 14.600560 4.168700 -3.237690 0.4 0.8 -1.7 0.000
C 14.867240 4.370440 -4.656480 -0.4 -1.0 2.2 -0.056
C 14.074640 5.381800 -5.403860 -2.9 4.1 -0.4 -0.207
O 13.056340 6.077140 -4.991510 4.2 -3.5 -0.8 0.027
H 16.042900 6.645050 -10.262500 0.0 -0.1 -0.1 0.103
H 14.250430 8.218810 -9.148110 0.1 -0.2 -0.7 0.101
H 13.467450 7.669110 -7.007000 -0.2 -0.4 0.3 0.107
H 16.648520 4.705850 -9.230780 0.6 -0.5 0.6 0.119
H 16.920790 1.617080 -5.016560 0.4 0.4 -0.4 0.119
H 16.586080 1.516860 -2.703550 0.5 0.2 0.5 0.103
H 14.944250 3.004150 -1.525880 0.4 0.1 0.2 0.108
H 13.922330 4.757620 -2.638060 -0.4 0.3 -0.7 0.116
C 10.629330 -11.805620 -3.759290 1.5 -1.1 1.2 -0.026
C 10.305650 -13.311200 -4.106160 1.3 1.0 -1.1 -0.479
C 8.820780 -13.345430 -4.438430 -0.9 0.0 0.0 -0.151
C 8.266180 -12.795050 -5.814460 0.9 -0.8 2.2 -0.153
C 9.142130 -13.455840 -6.881140 -0.9 1.3 0.3 -0.142
C 10.646270 -13.270210 -6.627290 1.5 -1.7 -0.3 -0.525
N 11.025870 -13.756700 -5.291070 -0.4 -1.4 0.2 -0.116
O 12.445280 -13.774880 -5.025110 -0.9 0.6 -0.6 -0.010
C 11.318530 -14.183520 -7.671650 0.5 0.3 -0.1 -0.046
C 11.050300 -11.843860 -6.932510 -0.9 0.6 0.1 -0.028
C 10.636620 -14.320910 -2.899230 -1.3 1.5 -0.6 -0.004
H 11.644830 -11.516870 -4.030360 0.0 -0.2 -0.6 0.073
H 10.789970 -11.875730 -2.683480 -0.8 0.9 0.4 0.067
H 9.963710 -11.008120 -4.089500 -0.3 -0.4 0.2 0.077
H 8.481560 -14.377170 -4.346060 -0.2 0.0 0.2 0.114
H 8.422580 -12.704190 -3.652070 -0.7 -0.5 0.2 0.113
H 8.188370 -11.717950 -5.666450 0.6 0.2 -0.9 0.097
H 7.223310 -13.111940 -5.824190 0.0 -0.2 -0.4 0.104
H 8.944560 -13.043830 -7.870740 0.0 0.1 -0.1 0.116
H 8.792410 -14.486380 -6.942600 0.6 -0.3 0.2 0.126
H 12.326670 -13.808450 -7.847910 0.2 -0.2 -0.1 0.080
H 11.375020 -15.239420 -7.407110 -0.2 0.1 0.2 0.085
H 10.772930 -14.092410 -8.610860 0.0 0.0 -0.1 0.079
H 11.032930 -11.742130 -8.017620 -0.5 0.4 0.0 0.087
H 10.257200 -11.319080 -6.399880 0.2 1.0 -0.6 0.066
H 12.005270 -11.409180 -6.637270 0.1 -0.8 0.5 0.091
H 11.230180 -13.929500 -2.073040 0.4 0.3 -0.5 0.069
H 11.024810 -15.291230 -3.208890 -0.2 0.2 -0.2 0.077
H 9.642720 -14.399280 -2.458640 0.0 -0.7 0.3 0.066
H 12.650920 -14.702250 -5.164080 0.1 -0.1 0.0 0.093
C 14.431000 -11.171020 -15.901450 -0.6 0.4 -0.5 -0.027
C 13.117610 -11.751650 -16.533260 0.9 -0.6 -0.5 -0.459
C 12.961340 -13.281950 -16.205620 0.0 0.3 -0.8 -0.141
C 12.494300 -13.591580 -14.796420 2.5 0.1 -0.9 -0.207
C 11.327610 -12.760080 -14.599280 -2.9 0.3 0.8 -0.177
C 11.357140 -11.243710 -14.862230 1.2 -0.1 0.6 -0.477
N 11.804250 -11.029500 -16.283230 1.2 -4.8 3.1 -0.139
O 11.831240 -9.720140 -16.578040 0.0 2.2 -1.0 -0.010
C 9.993370 -10.645640 -14.736750 -1.3 0.5 -0.6 -0.064
C 12.173300 -10.459600 -13.766990 1.2 0.3 -0.8 -0.027
C 13.275730 -11.680970 -18.031190 -0.5 -0.4 -0.7 -0.066
H 15.289610 -11.199530 -16.572320 -0.1 -0.9 -0.3 0.075
H 14.724090 -11.666010 -14.975610 -0.2 0.4 0.1 0.071
H 14.335790 -10.085770 -15.865640 -0.3 0.1 0.9 0.080
H 12.283430 -13.685890 -16.957540 -1.1 0.2 0.3 0.114
H 13.785880 -13.884260 -16.587010 1.1 0.6 0.7 0.116
H 13.210950 -13.289930 -14.032530 0.6 -0.2 -0.1 0.112
H 12.356760 -14.668200 -14.696090 -0.4 0.1 0.2 0.122
H 11.015880 -12.901750 -13.564460 -0.5 0.2 0.1 0.125
H 10.563490 -13.205850 -15.236090 -0.6 0.3 0.0 0.127
H 9.268880 -10.953020 -15.490900 0.1 -0.7 -0.1 0.088
H 9.536370 -10.822220 -13.763060 0.2 0.2 0.0 0.093
H 10.063730 -9.581610 -14.962590 0.1 0.2 0.6 0.080
H 12.245970 -9.432810 -14.125470 -0.6 0.3 0.3 0.077
H 11.816420 -10.501980 -12.737940 -0.7 0.0 -0.3 0.084
H 13.240720 -10.650280 -13.655740 0.0 -0.9 -0.3 0.056
H 12.275500 -11.832810 -18.436890 -0.2 0.7 -0.3 0.087
H 13.754840 -12.563860 -18.454340 0.9 0.2 0.2 0.083
H 13.747950 -10.744560 -18.328250 -0.2 -0.2 -0.4 0.087
H 11.031100 -9.726960 -17.108450 0.1 1.1 -0.4 0.118
C 5.649950 -5.401190 -12.748160 1.4 0.0 -0.1 -0.044
C 4.564700 -6.344740 -12.352260 -0.5 -2.2 0.5 -0.524
C 4.908560 -6.968680 -10.977300 -0.2 1.5 1.2 -0.141
C 3.749030 -7.605240 -10.237220 0.0 -1.5 0.4 -0.188
C 2.360040 -7.412770 -10.808060 0.3 0.5 1.0 -0.145
C 2.174270 -5.984680 -11.365130 -0.4 -1.5 -0.4 -0.524
N 3.322130 -5.654180 -12.184070 -0.1 0.4 0.3 -0.132
O 3.148970 -4.593160 -13.097960 -0.2 -0.1 0.4 0.006
C 0.962570 -6.111870 -12.265090 -0.5 1.3 0.3 -0.037
C 2.019710 -5.037000 -10.160040 0.8 0.7 -0.1 -0.014
C 4.514560 -7.546370 -13.325570 0.7 -0.7 -0.8 -0.015
H 5.917460 -4.703660 -11.954440 -0.2 0.1 0.1 0.091
H 5.521380 -4.843230 -13.675660 -0.3 -0.3 0.0 0.091
H 6.516780 -6.050520 -12.870950 0.3 0.2 -0.1 0.094
H 5.743550 -7.663180 -10.884820 0.2 0.2 -0.9 0.119
H 5.155870 -6.135070 -10.320000 0.5 0.4 -0.2 0.106
H 3.756780 -7.298540 -9.191290 0.0 0.4 0.0 0.109
H 3.989860 -8.664530 -10.147820 -0.4 -0.3 -0.1 0.106
H 1.677130 -7.460540 -9.959850 -0.2 -0.2 -0.1 0.110
H 2.035130 -8.219000 -11.465720 0.3 0.3 -0.5 0.115
H 0.087750 -6.517970 -11.757270 0.1 -0.2 0.2 0.087
H 0.714470 -5.071920 -12.477320 -0.3 -0.2 -0.9 0.080
H 1.225170 -6.723980 -13.127910 -0.2 0.3 -0.1 0.091
H 3.054890 -4.806800 -9.908040 0.1 -0.5 0.9 0.080
H 1.687920 -4.006480 -10.286750 -0.7 -0.1 -0.9 0.077
H 1.440600 -5.453210 -9.335720 0.2 -0.1 0.0 0.083
H 3.557480 -8.059340 -13.420260 -0.2 0.4 0.0 0.078
H 5.202700 -8.333220 -13.016660 0.1 -0.1 0.5 0.074
H 4.942310 -7.357520 -14.310190 -0.6 0.5 -0.3 0.076
H 3.759680 -3.977440 -12.686240 -0.2 0.8 -0.4 0.090
C 13.216810 -2.009750 -9.172240 1.5 1.6 -0.9 -0.061
C 12.550460 -2.830890 -8.123730 0.0 -1.3 -1.4 -0.538
C 11.276960 -2.115100 -7.910070 -1.7 1.8 0.5 -0.181
C 10.153990 -2.825380 -7.174490 1.7 -0.3 -0.1 -0.166
C 9.955920 -4.128810 -7.923470 -0.1 -1.1 -0.3 -0.131
C 11.260920 -5.010650 -8.247750 -2.5 -0.4 -1.1 -0.456
N 12.248650 -4.082120 -8.879250 -2.9 -0.5 1.7 -0.106
O 13.348130 -4.785010 -9.339580 1.1 -0.3 0.3 -0.011
C 11.617550 -5.820250 -7.009010 1.2 1.2 0.0 -0.044
C 10.833630 -6.120290 -9.305860 -0.5 1.1 1.0 -0.041
C 13.446650 -2.828580 -6.899110 1.1 -0.5 0.4 -0.017
H 13.511130 -1.082100 -8.681380 0.5 0.1 -0.3 0.092
H 12.638360 -1.678480 -10.034650 -0.7 -0.4 0.2 0.093
H 14.082740 -2.478290 -9.639930 0.5 0.2 0.5 0.086
H 11.547080 -1.161770 -7.455890 0.0 0.1 0.6 0.128
H 10.875620 -1.729840 -8.847410 -0.1 -0.6 -0.4 0.121
H 9.299870 -2.152850 -7.095200 -0.2 -0.4 -0.1 0.116
H 10.501150 -3.055400 -6.167180 -0.1 0.0 0.3 0.103
H 9.419840 -3.957720 -8.856980 0.1 0.2 -0.2 0.110
H 9.297510 -4.772410 -7.340050 0.0 -0.2 0.0 0.110
H 10.913650 -6.614930 -6.761790 -0.1 0.3 -0.2 0.087
H 12.593220 -6.259040 -7.217830 0.2 -0.1 0.5 0.085
H 11.676120 -5.082560 -6.208700 0.3 -0.5 0.6 0.069
H 9.953240 -6.702680 -9.034140 -0.3 0.3 1.0 0.069
H 10.432040 -5.600130 -10.175490 1.1 -0.3 -0.8 0.076
H 11.588920 -6.906180 -9.307260 0.4 0.5 -1.1 0.077
H 13.096950 -3.073830 -5.896280 -0.9 0.0 -0.2 0.080
H 13.875020 -1.827220 -6.855810 0.1 0.0 0.3 0.079
H 14.282880 -3.517040 -7.020970 0.2 0.0 -0.4 0.088
H 13.642850 -4.204420 -10.045040 0.2 -0.4 -0.4 0.084
```
Positions in Å, forces in eV/Å.

Its SMILES is O=C1c2ccccc2C(=O)c2ccccc21.O=C1c2ccccc2C(=O)c2ccccc21.CC1(C)CCCC(C)(C)N1O.CC1(C)CCCC(C)(C)N1O.CC1(C)CCCC(C)(C)N1O.CC1(C)CCCC(C)(C)N1O. The HOMO-LUMO gap is 6.34 eV. The calculation puts the HOMO energy at -0.286 hartree. The lowest unoccupied orbital energy comes out at -1.449 eV.